{
  "formula": "C12H16N2",
  "method": "ωB97M-V/def2-TZVPD",
  "de_lowest_kj_mol": 179.14,
  "gap_ev": 9.36,
  "smiles": "CCc1c[nH]cn1.Cc1ccccc1",
  "e_tot_ha": -576.31176,
  "charge": 0,
  "species": ["C", "C", "C", "C", "N", "C", "N", "H", "H", "H", "H", "H", "H", "H", "H", "C", "C", "C", "C", "C", "C", "C", "H", "H", "H", "H", "H", "H", "H", "H"],
  "positions_angstrom": [[-1.021581, -2.864801, -2.524575], [-1.018599, -1.709683, -1.450153], [-0.937905, -2.365646, -0.106502], [0.158597, -2.848123, 0.510412], [-0.292717, -3.377043, 1.714180], [-1.644617, -3.165596, 1.742520], [-2.086025, -2.477061, 0.703345], [-1.633576, -3.562930, -2.001442], [-0.053682, -3.295447, -2.712929], [-1.435975, -2.516559, -3.460862], [-0.072716, -1.133920, -1.463555], [-1.703334, -0.898650, -1.679737], [1.191541, -2.974043, 0.261392], [0.320494, -3.606919, 2.477124], [-2.189113, -3.342518, 2.658353], [2.309183, 2.787761, 1.981241], [1.329643, 2.616090, 0.886412], [1.696748, 2.305636, -0.438286], [0.730004, 2.342581, -1.442601], [-0.545568, 2.918382, -1.148434], [-0.932871, 2.944495, 0.191099], [-0.034790, 2.794228, 1.184154], [2.856110, 3.729202, 1.994330], [3.109124, 2.007157, 1.922720], [1.824368, 2.579345, 2.941452], [2.741245, 2.014494, -0.538506], [0.986344, 2.395604, -2.521773], [-1.168060, 2.958718, -2.065137], [-2.101877, 3.073577, 0.191421], [-0.380395, 2.671666, 2.194337]],
  "forces_ev_per_a": [[-0.281, 1.775, 0.862], [2.732, -0.234, -0.755], [-2.114, 1.701, -0.062], [-0.014, -0.721, 0.972], [-0.444, 0.248, -0.737], [0.267, 1.220, 0.608], [1.592, -1.552, 0.086], [-0.681, -1.090, -0.519], [0.457, -0.074, 0.142], [-0.269, -0.174, -0.213], [-0.041, -0.286, -0.555], [-0.876, -0.543, 0.663], [0.180, 0.249, -0.367], [-0.302, -0.268, 0.053], [-0.199, -0.206, -0.170], [1.284, -1.820, 0.668], [-0.874, 0.060, -0.890], [-0.173, -0.023, 1.297], [-0.322, 2.776, -0.652], [1.910, -2.572, -1.109], [-4.212, 0.796, -2.971], [0.913, -0.518, 0.678], [-0.391, 0.232, -0.017], [-0.445, 0.495, -0.109], [0.111, 0.485, -0.035], [-0.200, 0.104, -0.629], [0.131, -0.852, 0.842], [-0.193, 0.457, 1.216], [2.390, -0.147, 1.262], [0.063, 0.482, 0.440]]
}